ORCA calculation (ωB97M-V with the def2-TZVPD basis set) on a molecular structure, C58H132As4F24N3OP2 in a non-equilibrium geometry.

```
! wB97M-V def2-TZVPD RIJCOSX def2/J DEFGRID3
* xyz 1 1
C -8.97 -48.33 37.46
C -8.72 -48.84 36.07
C -9.91 -48.62 35.16
C -11.13 -49.63 35.42
P -12.73 -48.93 34.91
C -13.15 -47.51 35.94
C -13.52 -47.53 37.43
C -13.63 -46.18 38.09
C -13.89 -46.16 39.59
C -13.85 -50.25 35.01
C -15.31 -49.94 35.07
C -16.28 -51.18 34.92
C -17.76 -50.83 34.51
C -12.53 -48.43 33.11
C -13.88 -48.41 32.39
C -13.83 -47.80 30.98
C -13.66 -46.28 30.90
H -9.24 -47.27 37.43
H -8.10 -48.52 38.09
H -9.84 -48.82 37.91
H -8.57 -49.92 36.11
H -7.83 -48.31 35.77
H -9.57 -48.60 34.13
H -10.06 -47.56 35.37
H -11.35 -49.88 36.45
H -10.92 -50.55 34.87
H -14.03 -47.11 35.43
H -12.46 -46.69 35.76
H -12.75 -48.11 37.95
H -14.44 -48.07 37.65
H -14.22 -45.43 37.56
H -12.65 -45.70 37.93
H -12.92 -46.15 40.08
H -14.38 -47.10 39.86
H -14.51 -45.27 39.70
H -13.61 -50.93 35.83
H -13.77 -50.93 34.16
H -15.52 -49.24 34.25
H -15.69 -49.53 36.00
H -16.26 -51.87 35.76
H -15.93 -51.80 34.10
H -18.34 -50.38 35.31
H -18.16 -51.78 34.16
H -17.65 -50.09 33.72
H -11.91 -49.26 32.76
H -11.98 -47.49 33.06
H -14.63 -47.83 32.93
H -14.27 -49.43 32.35
H -14.75 -47.99 30.43
H -13.17 -48.27 30.24
H -12.70 -45.94 31.30
H -14.50 -45.68 31.23
H -13.53 -46.08 29.84
C -13.70 -37.27 26.18
C -12.16 -37.10 26.00
C -11.48 -36.16 27.06
C -11.61 -36.68 28.49
P -10.71 -35.82 29.85
C -11.21 -36.41 31.46
C -12.71 -36.32 31.86
C -13.20 -37.30 32.91
C -13.51 -38.74 32.36
C -8.91 -36.18 29.52
C -8.02 -35.45 30.53
C -6.56 -35.97 30.39
C -5.78 -35.46 31.59
C -11.06 -34.00 29.63
C -12.53 -33.64 29.42
C -12.61 -32.13 29.18
C -11.88 -31.51 27.99
H -14.27 -36.45 25.74
H -14.03 -37.39 27.21
H -13.97 -38.21 25.70
H -11.93 -36.73 25.00
H -11.59 -38.03 25.98
H -11.83 -35.13 27.00
H -10.44 -36.12 26.74
H -11.43 -37.74 28.62
H -12.64 -36.58 28.81
H -10.62 -35.84 32.17
H -10.80 -37.40 31.65
H -13.36 -36.31 30.99
H -12.97 -35.42 32.42
H -14.18 -36.95 33.22
H -12.60 -37.15 33.81
H -14.33 -38.70 31.65
H -13.75 -39.50 33.10
H -12.60 -39.10 31.88
H -8.59 -36.06 28.48
H -8.93 -37.25 29.76
H -8.47 -35.55 31.52
H -8.14 -34.42 30.19
H -6.10 -35.62 29.47
H -6.53 -37.05 30.28
H -4.87 -36.06 31.58
H -6.25 -35.60 32.56
H -5.59 -34.40 31.43
H -10.58 -33.72 28.69
H -10.60 -33.40 30.41
H -13.09 -34.04 30.27
H -12.96 -34.29 28.66
H -12.23 -31.59 30.05
H -13.68 -31.91 29.13
H -10.82 -31.57 28.20
H -12.12 -30.45 27.87
H -12.05 -32.04 27.05
C -2.33 -40.73 37.60
C -1.98 -39.75 38.65
N -3.23 -39.07 39.52
C -4.18 -40.27 39.87
C -2.69 -38.58 40.86
C -1.48 -37.61 40.85
C -3.90 -38.03 38.64
C -4.88 -37.04 39.14
O -4.57 -36.40 40.35
C -5.46 -35.49 40.87
H -1.42 -41.09 37.13
H -2.90 -40.31 36.78
H -2.82 -41.65 37.95
H -1.51 -38.88 38.20
H -1.36 -40.27 39.39
H -4.90 -39.94 40.62
H -3.66 -41.07 40.40
H -4.61 -40.46 38.89
H -2.45 -39.45 41.47
H -3.52 -38.17 41.44
H -0.64 -38.23 40.54
H -1.32 -37.29 41.88
H -1.69 -36.71 40.27
H -4.36 -38.57 37.81
H -3.11 -37.46 38.13
H -5.86 -37.52 39.12
H -4.97 -36.20 38.45
H -5.39 -34.62 40.22
H -5.16 -35.13 41.85
H -6.43 -35.97 40.99
C -12.43 -21.27 35.14
C -11.03 -21.85 35.22
C -10.12 -21.49 34.07
C -10.31 -22.58 32.97
N -9.44 -22.42 31.68
C -7.95 -22.83 31.93
C -7.48 -23.59 30.65
C -8.73 -24.26 30.14
C -9.99 -23.39 30.54
C -9.58 -20.99 31.18
H -13.10 -20.97 35.95
H -13.16 -21.99 34.77
H -12.60 -20.48 34.40
H -10.97 -22.92 35.43
H -10.52 -21.43 36.08
H -9.07 -21.66 34.33
H -10.16 -20.44 33.78
H -11.36 -22.72 32.75
H -10.01 -23.55 33.35
H -7.30 -22.02 32.26
H -7.93 -23.58 32.71
H -7.22 -22.79 29.96
H -6.64 -24.27 30.77
H -8.78 -24.21 29.05
H -8.83 -25.30 30.44
H -10.31 -22.75 29.73
H -10.88 -23.98 30.80
H -8.94 -20.33 31.76
H -10.60 -20.67 30.97
H -9.06 -21.05 30.22
C -14.54 -32.46 39.67
C -16.06 -32.17 39.68
C -16.56 -31.50 38.36
C -16.01 -30.08 38.09
N -16.76 -29.34 36.94
C -18.30 -29.51 36.97
C -18.56 -30.69 35.98
C -17.34 -30.79 35.07
C -16.36 -29.71 35.44
C -16.36 -27.84 37.15
H -13.91 -31.60 39.45
H -14.32 -33.08 38.80
H -14.26 -32.85 40.65
H -16.26 -31.60 40.60
H -16.59 -33.11 39.76
H -17.62 -31.52 38.60
H -16.29 -32.16 37.53
H -14.94 -30.19 37.89
H -16.25 -29.42 38.93
H -18.56 -28.56 36.51
H -18.61 -29.58 38.01
H -19.45 -30.37 35.43
H -18.79 -31.63 36.48
H -17.80 -30.77 34.08
H -16.89 -31.77 35.25
H -16.67 -28.93 34.75
H -15.32 -30.01 35.37
H -15.29 -27.67 37.18
H -16.72 -27.46 38.11
H -16.81 -27.28 36.34
As 3.98 -35.06 36.93
F 4.10 -33.39 36.53
F 2.23 -34.80 37.42
F 3.97 -36.76 37.35
F 5.74 -35.23 36.42
F 4.44 -34.60 38.59
F 3.46 -35.52 35.25
As -8.84 -29.45 35.95
F -7.55 -28.19 35.96
F -8.35 -29.74 34.30
F -10.09 -30.71 35.90
F -9.31 -29.22 37.71
F -10.10 -28.23 35.51
F -7.52 -30.54 36.58
As -7.66 -42.88 31.94
F -8.92 -42.00 30.96
F -7.36 -41.36 32.84
F -6.43 -43.71 32.98
F -8.01 -44.41 31.01
F -6.33 -42.28 30.82
F -9.01 -43.22 33.10
As -20.27 -35.70 30.00
F -21.11 -34.32 30.76
F -21.21 -35.33 28.49
F -19.32 -37.02 29.21
F -19.43 -36.10 31.55
F -21.66 -36.78 30.39
F -18.97 -34.59 29.65
*
```

For the HOMO energy, the calculation gives -10.651 eV. The orbital gap comes out at 8.51 eV. As for the total energy: -14551.027787 hartree.